P:
Molecular formula: C4H4Br2
Method: DFT, ωB97M-V/def2-TZVPD

highest occupied orbital energy (alpha / beta) = -8.933 / -8.932 eV

```
! RIJCOSX wB97M-V def2-TZVPD def2/J DEFGRID3
* xyz 0 1
C 1.00526 0.13537 0.23062
C -0.19331 0.05362 0.21718
C 2.42759 -0.05135 0.37052
C -2.66983 -0.04489 -0.54056
Br -3.49356 1.60759 0.08438
Br -3.50882 -1.53641 0.09721
H 2.93786 0.61600 -0.27686
H 2.84103 0.06876 1.44392
H 2.83360 -0.93432 -0.13054
H -2.17981 0.08562 -1.49586
*
```

=====

Q:
Molecular formula: C4H4Br2
Method: DFT, ωB97M-V/def2-TZVPD

highest occupied orbital energy = -9.627 eV
SMILES = Br[C@H]1[C@@H]2[C@@H](Br)[C@H]12

```
! RIJCOSX wB97M-V def2-TZVPD def2/J DEFGRID3
* xyz 0 1
C -0.82025 -0.20717 -0.18725
C 0.54353 0.48123 -0.02073
C -0.06173 0.14095 1.28556
C 0.46894 -0.73317 -0.83927
Br -1.08009 1.45362 2.13362
Br 0.65883 -0.44644 -2.69505
H -1.59200 0.41322 -0.52231
H 0.97283 1.38780 -0.38044
H 0.17349 -0.81886 1.73870
H 0.73645 -1.67119 -0.51284
*
```

=====

It comes down to Q, which is 3.698 eV more stable than the next structure.

=====

P:
Molecular formula: C4H10FN
Method: DFT, ωB97M-V/def2-TZVPD

highest occupied orbital energy = -9.815 eV

```
! RIJCOSX wB97M-V def2-TZVPD def2/J DEFGRID3
* xyz 0 1
C -2.35060 -0.33755 -0.19959
C -0.84836 -0.69204 0.04913
C 0.06225 0.40384 0.57808
C 1.45265 -0.37108 0.55453
H -2.81399 -0.73744 0.78066
H -2.70680 0.66762 -0.47313
H -2.75049 -1.21446 -0.85473
H -0.32088 -1.18424 -0.95574
H -0.93282 -1.50436 0.90946
H -0.05262 0.35882 1.68176
H -0.56967 1.32014 -1.49728
H 1.14072 2.22174 -0.10511
H 1.23451 -1.42186 1.20363
H 2.44392 0.15941 0.78957
N -0.15738 1.74973 -0.06991
F 1.83712 -0.54806 -0.76474
*
```

=====

Q:
Molecular formula: C4H10FN
Method: DFT, ωB97M-V/def2-TZVPD

highest occupied orbital energy = -9.828 eV
SMILES = CC[C@H](N)CF

```
! RIJCOSX wB97M-V def2-TZVPD def2/J DEFGRID3
* xyz 0 1
C 2.00296 -0.54283 1.29216
C 0.91753 0.26467 0.37444
C -0.50017 0.15847 0.56703
C -1.13893 0.92746 -0.63503
H 1.67906 -0.52401 2.36565
H 1.93026 -1.72313 1.05491
H 3.01468 -0.09082 0.91221
H 0.89712 -0.11225 -0.75367
H 1.30519 1.28286 0.28884
H -0.89231 0.44765 1.53518
H -0.59834 -1.38066 -0.52028
H -2.00257 -1.22845 0.32352
H -1.03355 2.05595 -0.64744
H -2.27367 0.56521 -0.77488
N -0.93977 -1.29614 0.38231
F -0.34843 0.54822 -1.78353
*
```

=====

It comes down to Q, which is 3.927 eV more stable than the next structure.

=====

P:
Molecular formula: C18H32O2
Method: DFT, ωB97M-V/def2-TZVPD

highest occupied orbital energy = -8.879 eV
SMILES = CCCCC/C=C\C/C=C\CCCCCCCC(=O)O

```
! RIJCOSX wB97M-V def2-TZVPD def2/J DEFGRID3
* xyz 0 1
C -7.53626 -0.77994 0.63448
C -6.39270 -0.95629 -0.35700
C -5.35083 -1.94722 0.15716
C -4.17266 -2.13403 -0.79924
H -4.55061 -2.30844 -1.80939
H -3.60954 -3.02100 -0.49776
C -3.22038 -0.93215 -0.81680
C -2.55892 -0.74632 0.51136
C -2.65299 0.31065 1.30398
C -3.45457 1.55697 1.03030
C -3.14755 2.21897 -0.28804
C -1.94693 2.58968 -0.70669
C -0.65717 2.39193 0.02262
H -0.10318 3.33512 0.03521
C 0.19985 1.32199 -0.66113
C 1.51545 1.08958 0.07586
C 2.35878 0.00555 -0.59050
C 3.66861 -0.24004 0.15399
C 4.50848 -1.32470 -0.51648
H 4.75347 -1.01400 -1.53341
H 3.93231 -2.25035 -0.57033
C 5.80840 -1.58698 0.24143
C 6.77789 -0.43919 0.11830
O 6.86761 0.31756 -0.80937
O 7.58463 -0.35958 1.18759
H 8.21984 0.36606 1.08001
H 6.31144 -2.46503 -0.17300
H 5.62467 -1.77492 1.29985
H 4.24356 0.68753 0.18685
H 3.44864 -0.53427 1.18355
H 2.57995 0.30040 -1.61849
H 1.78433 -0.92334 -0.62887
H 2.08519 2.02134 0.10775
H 1.30126 0.79693 1.10668
H 0.40595 1.62460 -1.69029
H -0.36722 0.38940 -0.69328
H -0.84586 2.09237 1.05303
H -1.85338 3.06315 -1.67607
H -4.00366 2.42738 -0.91761
H -3.27265 2.27426 1.83590
H -4.51850 1.30622 1.05797
H -2.12925 0.29339 2.25153
H -1.96244 -1.59064 0.83690
H -2.44951 -1.11424 -1.57243
H -3.75624 -0.03021 -1.10504
H -4.97250 -1.60830 1.12445
H -5.83801 -2.91339 0.31201
H -5.92427 0.01236 -0.53772
H -6.79017 -1.31366 -1.31016
H -8.27056 -0.07334 0.25390
H -7.16164 -0.40719 1.58584
H -8.03570 -1.72962 0.81473
*
```

=====

Q:
Molecular formula: C18H32O2
Method: DFT, ωB97M-V/def2-TZVPD

highest occupied orbital energy = -8.216 eV
SMILES = CCCCCC/C=C/C=C\CCCCCCCC(=O)O

```
! RIJCOSX wB97M-V def2-TZVPD def2/J DEFGRID3
* xyz 0 1
C -0.04378 -1.09265 4.50798
H -0.90405 -0.91009 5.14730
C 0.49131 0.21793 3.94347
C 1.70464 -0.00118 3.04124
C 2.17467 1.29973 2.39371
C 3.51254 1.16376 1.66635
H 3.87840 2.16222 1.41382
H 4.24281 0.70571 2.33801
C 3.42661 0.33944 0.37984
C 2.54376 0.97301 -0.64500
C 1.76823 0.30841 -1.50165
C 0.96939 0.96650 -2.50940
C 0.26480 0.38870 -3.48615
C 0.17094 -1.06901 -3.80213
H 0.74615 -1.24425 -4.71876
H 0.62323 -1.67142 -3.01413
C -1.26395 -1.55317 -4.04650
C -2.10076 -1.63927 -2.76888
C -2.59898 -0.27902 -2.28679
C -3.38326 -0.35077 -0.97572
C -2.58741 -0.87003 0.22366
C -1.32558 -0.05726 0.51416
C -1.65117 1.35256 0.92761
O -2.59226 1.69840 1.59001
O -0.73346 2.22667 0.48567
H -0.95293 3.12521 0.77936
H -0.79243 -0.51437 1.35119
H -0.64546 -0.02402 -0.33573
H -3.23174 -0.82727 1.10408
H -2.30831 -1.91232 0.06444
H -4.25215 -0.99900 -1.11452
H -3.75454 0.64830 -0.73750
H -1.75392 0.39973 -2.17433
H -3.25379 0.14437 -3.05304
H -1.49740 -2.11143 -1.99210
H -2.96509 -2.28330 -2.95169
H -1.75633 -0.89300 -4.76407
H -1.21175 -2.54833 -4.49539
H -0.27819 1.02450 -4.17525
H 0.96140 2.04766 -2.44110
H 1.73945 -0.77251 -1.46018
H 2.58779 2.05348 -0.69619
H 4.43713 0.25791 -0.03837
H 3.08538 -0.67412 0.59700
H 1.41781 1.64765 1.68807
H 2.27979 2.05753 3.17464
H 1.45180 -0.72707 2.26561
H 2.51750 -0.42485 3.63692
H 0.77280 0.87710 4.76790
H -0.29957 0.72020 3.38154
H -0.35149 -1.76084 3.70571
H 0.72141 -1.59612 5.09527
*
```

=====

It comes down to Q, which is 0.291 eV more stable than the next structure.

=====

P:
Molecular formula: CH3F2N
Method: DFT, ωB97M-V/def2-TZVPD

highest occupied orbital energy = -9.969 eV
SMILES = CN(F)F

```
! RIJCOSX wB97M-V def2-TZVPD def2/J DEFGRID3
* xyz 0 1
C -0.82299 0.00316 0.01525
N 0.95900 0.03210 0.39491
F 1.50176 -1.18777 -0.03637
F 1.42141 1.08498 -0.29824
H -1.08546 -0.30039 0.92655
H -0.89054 1.09995 -0.21045
H -1.08319 -0.73203 -0.79166
*
```

=====

Q:
Molecular formula: CH3F2N
Method: DFT, ωB97M-V/def2-TZVPD

highest occupied orbital energy = -10.856 eV
SMILES = NC(F)F

```
! RIJCOSX wB97M-V def2-TZVPD def2/J DEFGRID3
* xyz 0 1
C -0.39617 0.01570 -0.29046
N 0.70343 0.15780 0.58818
F -1.08308 1.15905 -0.20310
F -1.28155 -0.87378 0.11250
H -0.25837 -0.04437 -1.34739
H 1.52378 0.33967 -0.01185
H 0.79195 -0.75407 1.15211
*
```

=====

R:
Molecular formula: CH3F2N
Method: DFT, ωB97M-V/def2-TZVPD

highest occupied orbital energy = -10.489 eV
SMILES = FCNF

```
! RIJCOSX wB97M-V def2-TZVPD def2/J DEFGRID3
* xyz 0 1
C 0.24561 0.34593 -0.44587
N -0.72951 -0.30635 0.60276
F -0.39059 0.56024 -1.58947
F -0.63543 -1.64495 0.43003
H 1.12946 -0.14243 -0.41641
H 0.66080 1.32281 -0.00963
H -0.28033 -0.13525 1.42860
*
```

=====

It comes down to Q, which is 2.892 eV more stable than the next structure.

=====

P:
Molecular formula: C4H9F
Method: DFT, ωB97M-V/def2-TZVPD

highest occupied orbital energy = -10.575 eV

```
! RIJCOSX wB97M-V def2-TZVPD def2/J DEFGRID3
* xyz 0 1
C 0.36796 0.30258 2.00745
C -0.38392 0.63174 0.56392
C -0.27057 -0.38031 -0.40327
C -0.63647 0.04563 -1.70736
H 0.30134 1.16879 2.70584
H -0.23438 -0.46644 2.55488
H 1.27937 0.02354 1.77883
H -1.27662 1.25010 0.60423
H 0.29869 1.48186 0.48082
H -0.89306 -1.10517 -0.03428
H 0.16342 -0.61713 -2.53379
H -1.83349 -0.19498 -2.28875
H -0.58829 1.19302 -1.96796
F 0.92455 -0.70349 -0.45159
*
```

=====

Q:
Molecular formula: C4H9F
Method: DFT, ωB97M-V/def2-TZVPD

highest occupied orbital energy = -11.112 eV
SMILES = CC[C@@H](C)F

```
! RIJCOSX wB97M-V def2-TZVPD def2/J DEFGRID3
* xyz 0 1
C -1.89282 0.23782 -0.04056
C -0.63481 -0.60672 0.00508
C 0.56983 0.26921 0.39269
C 1.93989 -0.12356 -0.16232
H -2.71326 -0.43348 0.06718
H -2.01948 1.04461 0.63926
H -1.83219 0.68157 -1.01997
H -0.53182 -1.56916 0.64301
H -0.55100 -0.91809 -0.99787
H 0.72143 0.51040 1.42172
H 1.77950 -0.61594 -1.11744
H 2.47192 0.79949 -0.30349
H 2.48223 -0.77825 0.56104
F 0.21059 1.50211 -0.08832
*
```

=====

It comes down to Q, which is 3.197 eV more stable than the next structure.

=====

P:
Molecular formula: C5H8NO2
Method: DFT, ωB97M-V/def2-TZVPD

highest occupied orbital energy = -15.292 eV

```
! RIJCOSX wB97M-V def2-TZVPD def2/J DEFGRID3
* xyz 1 1
C -1.38932 0.95357 -0.96267
C -0.21908 0.40147 -1.26676
C -1.87508 0.15908 0.25268
C 0.24885 -0.71087 -0.40130
C 1.71319 -0.93168 -0.25345
N -0.78995 0.15390 1.27737
O -1.99003 -1.17820 -0.11824
O -0.62483 -1.68746 -0.29002
H -1.82576 1.67584 -1.62182
H 0.40590 0.67619 -2.08709
H -2.82278 0.56583 0.67702
H 2.02578 -1.76170 0.23320
H 2.12719 -0.03802 0.24426
H 2.04203 -1.09745 -1.38297
H -0.15591 0.97101 1.45375
H -1.01948 -0.44759 2.10088
*
```

=====

Q:
Molecular formula: C5H8NO2
Method: DFT, ωB97M-V/def2-TZVPD

highest occupied orbital energy = -13.051 eV

```
! RIJCOSX wB97M-V def2-TZVPD def2/J DEFGRID3
* xyz 1 1
C -0.40567 1.54691 1.28170
C -1.65578 0.84242 0.90599
C 0.67773 1.11197 0.67979
C -1.74190 -0.31249 0.28140
C 0.60427 -0.75151 -0.22313
N 0.95502 -0.54500 -1.80269
O -0.70328 -1.20100 0.00790
O 1.64497 -1.54389 0.08096
H -0.41565 2.55084 1.67573
H -2.53503 1.35830 1.33192
H 1.63841 1.50115 0.92948
H -2.67883 -0.78920 0.16401
H 0.92191 0.42277 -2.17781
H 0.16113 -1.18022 -2.14524
H 1.81388 -0.99177 -1.92728
H 1.71883 -2.01928 0.93727
*
```

=====

It comes down to Q, which is 1.218 eV more stable than the next structure.